(1)
Formula: C14H35B3FNO8S
Source: OMol25
Level of theory: the ωB97M-V functional and the def2-TZVPD basis

Atoms and positions in Å:
N (-0.9263, 3.0310, 0.3298)
C (-1.8555, 2.1842, 0.6532)
C (-1.8455, 0.7093, 0.0635)
B (-1.2595, -0.3026, 1.1800)
O (-2.1540, -0.6607, 2.2794)
B (-1.4595, -0.1072, 3.4155)
O (-0.2032, -0.7443, 3.7228)
B (0.5490, -0.9782, 2.5341)
S (2.3505, -1.5324, 2.8485)
O (2.5374, -1.8549, 4.2977)
O (2.7060, -2.7431, 2.0581)
F (3.3368, -0.2440, 2.5375)
O (0.0578, -0.8586, 1.2183)
H (-1.1229, 3.9199, 0.8195)
H (-2.6730, 2.5020, 1.3672)
H (-1.2969, 0.6967, -0.9274)
H (-2.9428, 0.4552, -0.0872)
H (-1.8967, 0.8294, 3.9847)
C (0.6468, -2.6260, -3.4123)
C (-0.3339, -2.2424, -4.5080)
O (-1.1849, -1.1618, -4.1566)
C (-0.5445, 0.0661, -3.8456)
C (0.2862, 0.6243, -4.9878)
H (0.1117, -2.8858, -2.4949)
H (1.2477, -3.4832, -3.7234)
H (1.3303, -1.8101, -3.1721)
H (-0.9859, -3.0940, -4.7116)
H (0.1895, -2.0236, -5.4441)
H (0.0574, -0.0422, -2.9362)
H (-1.3383, 0.7783, -3.6070)
H (1.1023, -0.0447, -5.2656)
H (0.7215, 1.5851, -4.7055)
H (-0.3347, 0.7690, -5.8751)
C (8.3411, 2.5468, 1.6884)
C (8.3073, 2.3499, 3.1949)
O (7.4046, 3.2184, 3.8617)
C (6.0393, 3.1131, 3.4867)
C (5.4477, 1.7342, 3.7229)
H (8.6042, 3.5795, 1.4444)
H (9.0775, 1.8796, 1.2348)
H (7.3744, 2.3380, 1.2277)
H (9.2977, 2.5649, 3.6008)
H (8.0886, 1.3080, 3.4495)
H (5.9092, 3.4233, 2.4442)
H (5.4965, 3.8406, 4.0948)
H (5.9501, 0.9663, 3.1326)
H (4.3905, 1.7247, 3.4543)
H (5.5434, 1.4532, 4.7745)
C (-8.1524, -1.2589, -1.8033)
C (-6.6813, -0.9849, -2.0666)
O (-5.9727, -0.5356, -0.9210)
C (-5.9433, -1.4170, 0.1911)
C (-5.3031, -2.7574, -0.1180)
H (-8.6444, -0.3626, -1.4165)
H (-8.6524, -1.5646, -2.7249)
H (-8.2947, -2.0529, -1.0684)
H (-6.5986, -0.1905, -2.8108)
H (-6.1891, -1.8630, -2.4963)
H (-6.9528, -1.5441, 0.5959)
H (-5.3564, -0.9173, 0.9661)
H (-5.8508, -3.3067, -0.8854)
H (-5.2704, -3.3789, 0.7793)
H (-4.2824, -2.6164, -0.4827)

Values from the calculation:
Kohn-Sham gap = 8.55 eV



(2)
Formula: C14H35BBrCl12GaN2OP
Source: OMol25
Level of theory: the ωB97M-V functional and the def2-TZVPD basis

Atoms and positions in Å:
C (5.4140, 3.6589, -0.5452)
N (4.9725, 4.3046, -1.7749)
C (4.6885, 5.7208, -1.5776)
B (3.8857, 3.5644, -2.4670)
O (4.0737, 3.3546, -3.8249)
Ga (2.1202, 2.8252, -1.5993)
Br (0.8252, 1.4582, -3.1433)
P (0.8126, 4.6684, -0.8455)
N (0.0849, 5.4600, -2.0594)
H (6.4734, 3.8923, -0.3979)
H (4.8471, 3.9576, 0.3438)
H (5.3715, 2.5801, -0.6809)
H (4.3041, 6.1365, -2.5102)
H (3.9537, 5.9199, -0.7872)
H (5.6266, 6.2349, -1.3562)
H (4.4901, 4.1651, -4.1643)
H (2.4303, 1.8779, -0.3318)
H (-0.1779, 4.2610, 0.1040)
H (1.7165, 5.5322, -0.1657)
H (0.4358, 6.4149, -2.0470)
Cl (-0.0837, -0.9456, -1.8704)
C (-0.3452, -2.5718, -1.1806)
C (-0.8654, -3.5488, -2.2036)
Cl (-2.5382, -3.1682, -2.7081)
H (-1.0279, -2.4825, -0.3377)
H (0.6187, -2.9180, -0.8072)
H (-0.8868, -4.5540, -1.7842)
H (-0.2448, -3.5607, -3.0958)
Cl (0.7655, -1.1218, 3.7247)
C (-0.4395, 0.1841, 3.5426)
C (-1.4165, -0.0988, 2.4305)
Cl (-0.6483, -0.0278, 0.8266)
H (0.0987, 1.1125, 3.3707)
H (-0.9666, 0.2601, 4.4928)
H (-2.2056, 0.6524, 2.4424)
H (-1.8728, -1.0800, 2.5443)
Cl (0.4015, -2.2798, 7.8805)
C (1.8492, -3.0496, 7.1861)
C (1.5023, -4.0107, 6.0795)
Cl (0.6547, -5.4593, 6.6915)
H (2.3872, -3.5439, 7.9912)
H (2.4747, -2.2512, 6.7904)
H (2.4129, -4.3580, 5.5947)
H (0.8694, -3.5426, 5.3304)
Cl (1.3795, 5.0865, -5.1418)
C (0.0070, 6.1970, -5.2668)
C (-0.5543, 6.2664, -6.6630)
Cl (0.5588, 7.0656, -7.8140)
H (0.3303, 7.1754, -4.9195)
H (-0.7528, 5.8246, -4.5795)
H (-1.4732, 6.8508, -6.6611)
H (-0.7749, 5.2748, -7.0489)
Cl (-6.2698, -1.1322, -5.8132)
C (-5.6977, -1.5238, -4.1695)
C (-6.7073, -2.3283, -3.3940)
Cl (-8.1627, -1.3797, -2.9839)
H (-5.4578, -0.5916, -3.6656)
H (-4.7815, -2.1003, -4.2803)
H (-6.2659, -2.6549, -2.4540)
H (-7.0269, -3.2057, -3.9500)
Cl (-2.0005, -7.8787, 3.7229)
C (-1.3234, -8.2271, 5.3338)
C (-2.2816, -9.0061, 6.1976)
Cl (-3.7006, -8.0387, 6.6741)
H (-1.0488, -7.2816, 5.7936)
H (-0.4169, -8.8098, 5.1775)
H (-1.7809, -9.3086, 7.1160)
H (-2.6403, -9.8973, 5.6890)

Values from the calculation:
total charge = -1
Kohn-Sham gap = 5.99 eV



(3)
Formula: C14H35INO15S5
Source: OMol25
Level of theory: the ωB97M-V functional and the def2-TZVPD basis

Atoms and positions in Å:
C (0.7936, -0.1678, 1.2878)
C (0.3397, 1.2299, 1.8327)
O (0.0930, 2.1904, 0.8188)
C (-1.2854, 2.3034, 0.5352)
C (-2.0921, 2.9970, 1.6749)
O (-3.4820, 2.6803, 1.4923)
C (-4.0420, 2.2250, 2.6993)
S (-3.5700, 0.5373, 3.2784)
O (-4.8290, -0.1126, 3.7529)
O (-2.6219, 0.7427, 4.4079)
N (-2.7891, -0.4217, 2.1491)
S (-3.8637, -0.9043, 0.9642)
O (-3.1745, -1.3787, -0.2724)
O (-4.8745, 0.1330, 0.6276)
I (-5.0263, -2.8575, 1.8324)
H (0.9940, -0.1823, 0.2090)
H (1.6742, -0.4679, 1.8836)
H (0.0075, -0.8945, 1.5600)
H (1.1673, 1.6261, 2.4569)
H (-0.5041, 1.0621, 2.5226)
H (-1.3710, 2.9834, -0.3355)
H (-1.7398, 1.3541, 0.2044)
H (-1.9142, 4.0892, 1.6504)
H (-1.8120, 2.6485, 2.6857)
H (-3.8113, 2.9828, 3.4719)
H (-5.1345, 2.2244, 2.5604)
O (-2.1479, -3.3017, -6.6614)
S (-1.0758, -2.7982, -5.8477)
O (-0.4735, -3.6028, -4.8235)
O (-1.5119, -1.3835, -5.2267)
C (-2.7283, -1.3233, -4.4499)
C (-2.5703, -1.9461, -3.0779)
C (0.2090, -2.1904, -6.8986)
H (-3.5456, -1.7869, -5.0072)
H (-2.9675, -0.2649, -4.3406)
H (-2.3878, -3.0187, -3.1534)
H (-3.4684, -1.8010, -2.4824)
H (-1.7223, -1.5096, -2.5510)
H (-0.2297, -1.5529, -7.6627)
H (0.6897, -3.0528, -7.3558)
H (0.9264, -1.6414, -6.2930)
O (2.1409, -2.5001, 3.5066)
S (3.1232, -3.2901, 4.1893)
O (2.9879, -4.7154, 4.3100)
O (3.3674, -2.6616, 5.6505)
C (2.2279, -2.4984, 6.5110)
C (1.7443, -3.8192, 7.0799)
C (4.7202, -2.9377, 3.5207)
H (1.4286, -1.9783, 5.9790)
H (2.5539, -1.8501, 7.3246)
H (1.3555, -4.4687, 6.2961)
H (0.9461, -3.6527, 7.8044)
H (2.5636, -4.3518, 7.5656)
H (4.8468, -1.8598, 3.4569)
H (4.7610, -3.3827, 2.5288)
H (5.4761, -3.3848, 4.1621)
O (3.5250, 2.2721, -2.3003)
S (2.5586, 3.3348, -2.2674)
O (1.2531, 3.1426, -1.7101)
O (2.4175, 3.9581, -3.7471)
C (2.0636, 3.0803, -4.8222)
C (0.5998, 2.6883, -4.7739)
C (3.2857, 4.7533, -1.5055)
H (2.7141, 2.2020, -4.8207)
H (2.2619, 3.6320, -5.7423)
H (0.3796, 2.0846, -3.8936)
H (0.3290, 2.1065, -5.6531)
H (-0.0329, 3.5759, -4.7245)
H (4.2648, 4.9297, -1.9447)
H (3.3801, 4.5361, -0.4435)
H (2.6287, 5.6067, -1.6548)

Values from the calculation:
total charge = -1
Kohn-Sham gap = 8.18 eV



(4)
Formula: C14H35N2O5
Source: OMol25
Level of theory: the ωB97M-V functional and the def2-TZVPD basis

Atoms and positions in Å:
C (-0.3103, -6.5741, -2.4234)
C (-1.1060, -5.2825, -2.2130)
N (-1.2014, -4.5234, -3.4576)
C (0.0042, -3.7990, -3.7885)
C (0.4013, -2.6968, -2.7973)
N (1.5550, -3.1492, -1.9072)
C (-2.3762, -3.7245, -3.5995)
C (-3.2345, -3.3585, -2.4144)
O (-2.6511, -3.3264, -4.6552)
H (-0.6869, -7.3234, -1.7447)
H (0.7437, -6.4664, -2.2039)
H (-0.4927, -6.9165, -3.4283)
H (-0.6829, -4.7166, -1.3726)
H (-2.0852, -5.5824, -1.9005)
H (-0.1559, -3.3593, -4.7571)
H (0.8067, -4.5132, -3.9259)
H (-0.4205, -2.5258, -2.1327)
H (0.6848, -1.7740, -3.2636)
H (1.2806, -3.2050, -0.9282)
H (2.3205, -2.4811, -2.0064)
H (1.9040, -4.0692, -2.1827)
H (-3.7139, -4.2422, -2.0146)
H (-4.0131, -2.7280, -2.7933)
H (-2.7102, -2.7948, -1.6546)
C (-0.3747, 2.3776, 0.4558)
O (0.7897, 1.8470, 1.0808)
C (0.7750, 0.4388, 1.1738)
C (1.6249, -0.1937, 0.0903)
O (1.0914, 0.0365, -1.2131)
C (1.7549, 1.1004, -1.8961)
H (-0.1759, 3.4154, 0.1968)
H (-0.6343, 1.8302, -0.4527)
H (-1.2164, 2.3452, 1.1539)
H (-0.2497, 0.0547, 1.1368)
H (1.1985, 0.1718, 2.1471)
H (1.6389, -1.2812, 0.2528)
H (2.6548, 0.1678, 0.1523)
H (2.7234, 0.7628, -2.2794)
H (1.9031, 1.9620, -1.2457)
H (1.1285, 1.3985, -2.7347)
C (-0.8294, 3.5240, 4.6003)
O (-1.3169, 4.8264, 4.3331)
C (-0.6730, 5.8331, 5.1047)
C (0.3936, 6.5533, 4.3088)
O (1.4659, 5.6870, 3.9654)
C (1.3864, 5.2073, 2.6369)
H (-1.1789, 2.8682, 3.8027)
H (0.2621, 3.4954, 4.6264)
H (-1.2252, 3.1590, 5.5543)
H (-0.2467, 5.4053, 6.0167)
H (-1.4403, 6.5552, 5.3984)
H (0.8098, 7.3563, 4.9243)
H (-0.0388, 7.0067, 3.4119)
H (1.6996, 5.9870, 1.9332)
H (0.3759, 4.8751, 2.3858)
H (2.0636, 4.3590, 2.5437)

Values from the calculation:
total charge = +1
Kohn-Sham gap = 7.14 eV



The evaluated maximum force for the records listed, in turn: 0.1299; 0.0329; 0.0819; 0.0819 hartree/bohr.